An isolated molecule of C6H7NO in a non-equilibrium geometry, computed with ωB97M-V/def2-TZVPD.

Structure (ORCA input):
```
! wB97M-V def2-TZVPD RIJCOSX def2/J DEFGRID3
* xyz 0 1
C 1.304 1.871 -0.334
C 1.331 0.639 0.290
C 0.267 -0.424 0.092
C 1.195 -1.599 -0.037
N 2.047 -2.334 -0.477
C -1.096 -0.504 0.869
C -1.813 -0.546 -0.546
O -0.461 -0.104 -1.061
H 2.153 2.543 -0.092
H 0.400 2.425 -1.025
H 2.175 0.442 0.939
H -1.424 -1.270 1.697
H -1.450 0.433 1.286
H -2.617 0.125 -0.842
H -2.010 -1.698 -0.759
*
```

The total energy comes out at -362.6730 hartree. The value obtained for the lowest unoccupied orbital energy is 0.629 eV. The energy relative to the best compared isomer or geometry (same formula, charge and spin) comes out at 3.823 eV.

Here are the Mulliken charges for atoms 1 to 6, given in e: C -0.676; C -0.725; C 1.589; C -0.133; N -0.496; C -0.683

***

A cluster of 2 separate species, C2H2FP in total in a non-equilibrium geometry, computed with ωB97M-V/def2-TZVPD.

Structure (ORCA input):
```
! wB97M-V def2-TZVPD RIJCOSX def2/J DEFGRID3
* xyz 0 1
C 1.179 -0.511 -0.795
C 0.043 -0.081 -0.620
F -2.807 -0.966 -0.035
P -2.473 0.586 -0.276
H 2.169 -0.612 -0.776
H -1.881 0.852 0.894
*
```

The total energy comes out at -518.4535 hartree. The value obtained for the lowest unoccupied orbital energy (spin up / spin down) is -1.670 / -1.670 eV. The energy relative to the best compared isomer or geometry (same formula, charge and spin) comes out at 3.672 eV.

Quick look at the Mulliken charges, all values in e: C -0.388; C -0.390; F -0.192; P 0.509; H 0.363; H 0.098

***

A structure of composition C29H25N4O7PtS2, computed with ωB97M-V/def2-TZVPD.

Structure (ORCA input):
```
! wB97M-V def2-TZVPD RIJCOSX def2/J DEFGRID3
* xyz -2 2
Pt 0.165 -0.348 -1.537
C -3.726 0.819 3.654
C -3.523 0.744 2.164
C -4.434 0.096 1.344
C -4.229 0.015 -0.032
C -3.102 0.586 -0.598
C -2.182 1.244 0.214
C -2.395 1.321 1.578
S -2.803 0.444 -2.365
O -4.071 -0.011 -2.916
O -2.385 1.790 -2.718
N -1.644 -0.574 -2.619
C -2.043 -1.967 -2.893
C -0.994 -3.057 -2.582
O -1.383 -4.217 -2.808
O 0.138 -2.706 -2.158
H -4.529 0.154 3.974
H -3.985 1.834 3.969
H -2.816 0.533 4.184
H -5.313 -0.366 1.783
H -4.936 -0.488 -0.677
H -1.282 1.651 -0.233
H -1.657 1.806 2.207
H -2.272 -2.076 -3.958
H -2.957 -2.247 -2.363
O 4.361 0.796 -0.405
S 3.364 -0.027 -1.070
O 3.138 0.237 -2.462
N 1.961 -0.102 -0.302
C 1.884 -0.215 1.071
C 2.828 0.206 2.002
C 2.636 0.035 3.384
C 1.525 -0.569 3.902
C 0.541 -1.045 3.004
C -0.615 -1.742 3.437
C -1.510 -2.223 2.525
C -1.259 -1.990 1.155
N -0.209 -1.338 0.733
C 0.705 -0.870 1.613
C 3.957 -1.703 -0.947
C 5.121 -1.983 -0.246
C 5.532 -3.304 -0.105
C 4.771 -4.327 -0.651
C 3.596 -4.035 -1.336
C 3.185 -2.722 -1.494
H 3.722 0.694 1.652
H 3.407 0.399 4.055
H 1.391 -0.704 4.970
H -0.769 -1.888 4.502
H -2.401 -2.759 2.829
H -1.949 -2.338 0.392
H 5.687 -1.166 0.179
H 6.440 -3.532 0.443
H 5.083 -5.358 -0.528
H 2.974 -4.831 -1.725
H 2.242 -2.493 -1.975
O 0.743 2.254 -1.718
N 0.269 3.422 -1.831
C 0.377 4.310 -0.800
C -0.139 5.581 -0.897
C -0.787 5.990 -2.054
C -0.891 5.072 -3.092
C -0.366 3.808 -2.974
H 0.892 3.907 0.058
H -0.031 6.244 -0.048
H -1.205 6.983 -2.140
H -1.402 5.323 -4.012
H -0.443 3.025 -3.710
*
```

The total energy comes out at -2781.4681 hartree. The value obtained for the lowest unoccupied orbital energy (spin up / spin down) is 4.364 / 4.363 eV. The energy relative to the best compared isomer or geometry (same formula, charge and spin) comes out at 1.548 eV.

Here are the Mulliken charges for atoms 1 to 6, given in e: Pt 1.117; C -1.489; C 0.898; C -0.746; C -0.451; C -0.286

***

A cluster of 14 separate species, C16H60N18O14 in total in a non-equilibrium geometry, computed with ωB97M-V/def2-TZVPD.

Structure (ORCA input):
```
! wB97M-V def2-TZVPD RIJCOSX def2/J DEFGRID3
* xyz 0 1
C 0.245 -0.844 -0.584
C -0.551 0.457 -0.092
O -1.043 1.114 -1.187
H -0.206 -1.500 -1.225
H 0.457 -1.484 0.263
H 1.129 -0.569 -1.054
H 0.006 1.150 0.409
H -1.438 0.229 0.546
H -1.786 1.653 -0.886
C -3.644 -0.287 -2.152
C -2.720 -0.783 -3.168
O -3.530 -0.989 -4.284
H -4.479 -0.924 -2.020
H -4.092 0.700 -2.257
H -3.237 -0.299 -1.119
H -2.232 -1.650 -2.789
H -1.864 -0.191 -3.367
H -3.300 -1.863 -4.528
C -1.080 1.214 3.355
O -1.392 2.118 2.418
N -0.061 1.298 4.142
N -1.867 0.232 3.477
H 0.455 2.263 3.993
H 0.514 0.523 4.572
H -2.813 0.197 2.983
H -1.657 -0.422 4.288
C 2.664 1.186 -2.277
O 2.486 -0.072 -2.785
N 3.781 1.650 -1.917
N 1.691 1.928 -1.881
H 4.692 1.104 -2.187
H 3.972 2.602 -1.581
H 0.810 1.474 -1.878
H 1.728 2.662 -1.190
C 3.301 -1.250 1.422
O 3.620 -2.589 1.583
N 2.299 -0.632 2.028
N 3.942 -0.418 0.674
H 1.657 -1.247 2.415
H 2.110 0.351 2.068
H 4.803 -0.837 0.176
H 3.661 0.505 0.298
C 2.298 2.900 3.072
O 2.162 2.180 1.877
N 3.352 2.949 3.772
N 1.302 3.460 3.680
H 4.131 2.295 3.535
H 3.488 3.654 4.502
H 0.559 3.768 2.983
H 1.262 4.081 4.532
C 0.015 4.798 0.577
O 0.616 3.839 -0.295
N -0.851 4.579 1.540
N 0.242 6.036 0.358
H -1.078 3.565 1.800
H -1.475 5.367 1.909
H 0.827 6.276 -0.482
H -0.242 6.764 0.929
C -3.373 3.149 -0.420
O -4.391 3.069 -1.412
N -3.187 2.147 0.436
N -2.892 4.289 -0.067
H -3.914 1.414 0.446
H -2.602 2.167 1.257
H -3.119 5.140 -0.614
H -2.075 4.276 0.551
C -1.674 -4.217 -0.601
O -0.675 -5.117 -0.034
N -2.074 -3.129 0.010
N -2.174 -4.508 -1.753
H -1.761 -2.866 1.050
H -2.690 -2.518 -0.405
H -1.592 -5.128 -2.346
H -3.114 -4.194 -2.078
C 4.049 -2.990 -2.725
O 4.606 -4.288 -2.934
N 3.549 -2.685 -1.591
N 4.144 -2.039 -3.600
H 3.082 -3.545 -1.154
H 3.007 -1.832 -1.278
H 4.502 -2.065 -4.595
H 3.534 -1.207 -3.355
C -2.558 -2.894 3.512
O -3.527 -2.066 4.007
N -1.661 -2.501 2.700
N -2.648 -4.168 3.704
H -1.644 -1.508 2.777
H -0.670 -2.843 2.699
H -3.111 -4.484 4.623
H -1.933 -4.742 3.355
C 0.690 -3.186 -3.738
O 1.169 -2.739 -4.917
H -0.254 -3.578 -3.897
H 0.620 -2.369 -3.058
H 1.230 -4.012 -3.255
H 2.122 -2.524 -4.863
C -1.362 3.070 -3.297
O -1.038 3.835 -4.475
H -2.452 3.222 -2.954
H -0.927 3.546 -2.429
H -1.081 1.986 -3.428
H -1.536 3.530 -5.205
C 1.326 -3.990 3.031
O 0.593 -3.349 2.095
H 1.981 -4.738 2.500
H 0.725 -4.599 3.683
H 1.936 -3.339 3.681
H 1.176 -3.195 1.340
*
```

The total energy comes out at -2684.3923 hartree. The value obtained for the lowest unoccupied orbital energy is -1.070 eV. The energy relative to the best compared isomer or geometry (same formula, charge and spin) comes out at 5.128 eV.

Here are the Mulliken charges for atoms 1 to 6, given in e: C 1.682; C 0.201; O 1.612; H -0.322; H -0.538; H -1.049